(1)
{"formula": "C5H5NO", "method": "ωB97M-V with the def2-TZVPD basis set", "species": ["H", "H", "H", "C", "O", "C", "N", "H", "C", "H", "C", "C"], "xyz": [[0.744060, 1.612057, -1.006623], [-1.719371, -1.741673, 0.141161], [-1.318934, 0.491740, -0.705525], [-0.756391, -1.257787, 0.331359], [1.214962, -0.246542, -1.595167], [0.285021, -1.910374, 0.760409], [-0.943595, 1.641618, 2.226513], [1.463930, -1.091012, -1.193708], [-0.561054, 0.239411, 0.036831], [1.578322, 0.664501, 0.238265], [0.829699, 0.613788, -0.564520], [-0.797837, 1.035062, 1.252623]], "forces_ev_per_a": [[-0.02, -0.15, 0.17], [0.28, 0.13, 0.13], [-0.01, 0.09, 0.04], [0.64, -0.28, 0.23], [0.06, -0.19, 0.05], [-0.62, 0.15, -0.24], [0.13, -0.54, -1.00], [-0.04, 0.02, -0.18], [-0.04, 0.15, -0.08], [-0.13, -0.06, -0.09], [-0.05, 0.22, 0.20], [-0.20, 0.45, 0.77]], "de_lowest_kcal_mol": 104.6, "orbital_gap_ev": 9.9, "homo_energy_ev": -11.1353}



(2)
{"formula": "C47H100F9N10O19S3", "method": "ωB97M-V with the def2-TZVPD basis set", "species": ["H", "O", "C", "H", "H", "O", "N", "H", "O", "H", "O", "H", "H", "C", "O", "H", "C", "O", "C", "O", "S", "H", "C", "C", "C", "H", "H", "C", "C", "N", "H", "H", "C", "C", "C", "O", "C", "H", "C", "C", "H", "N", "H", "H", "H", "C", "H", "C", "S", "O", "H", "H", "H", "O", "H", "H", "H", "N", "H", "H", "H", "H", "N", "H", "H", "O", "H", "H", "C", "F", "H", "C", "F", "H", "H", "H", "C", "F", "H", "C", "F", "O", "N", "H", "H", "H", "H", "C", "C", "H", "H", "H", "C", "H", "H", "O", "C", "H", "H", "H", "C", "H", "H", "H", "H", "H", "F", "H", "O", "H", "H", "C", "O", "O", "O", "C", "C", "H", "H", "H", "C", "H", "F", "N", "H", "C", "H", "C", "N", "H", "H", "H", "F", "H", "H", "H", "C", "C", "H", "F", "H", "C", "C", "H", "H", "H", "C", "C", "C", "C", "N", "H", "H", "H", "H", "F", "H", "C", "C", "H", "H", "H", "H", "C", "H", "C", "H", "N", "H", "H", "O", "H", "H", "H", "C", "H", "H", "H", "O", "H", "C", "H", "H", "H", "H", "C", "H", "S"], "xyz": [[10.062356, -2.614457, -1.376361], [-4.624954, 2.304311, 4.534644], [-0.756249, -0.694364, -0.246256], [-0.900431, 0.503248, 2.641734], [-1.818248, -6.933344, -2.516571], [-5.882570, 2.014283, -5.163339], [-0.922519, -7.951070, -0.932165], [-4.381026, 4.905461, -9.596403], [10.568474, -0.585159, -1.566804], [-5.457006, 10.292967, 6.412940], [8.209250, 2.007268, -3.311234], [8.035523, 3.267392, -4.969802], [0.041739, -2.973420, -1.970510], [-4.867800, 5.512001, 4.865659], [-3.312323, 3.424616, 2.831430], [12.245353, -1.784753, -1.333694], [-2.101461, -7.743875, -1.808160], [-4.341775, 1.338674, -3.706271], [-4.385211, 7.095640, 2.984596], [-1.945917, 5.121807, -5.627635], [3.903486, 0.811429, 0.158809], [12.153462, -1.059489, -2.882813], [1.867170, -10.522690, 0.243357], [-4.308225, 8.438287, 2.845413], [-4.795307, 7.934942, 4.942573], [-3.181462, -4.043590, 3.851715], [2.062241, -10.647317, 1.299346], [3.351974, -1.144384, 3.760810], [8.422462, 3.264432, -3.932858], [-1.546114, -0.600674, -1.252751], [-2.527274, 3.675741, -4.289913], [-5.921273, 4.124920, -7.532608], [-0.219631, 0.620630, 1.761987], [-4.770708, -0.996261, 5.444074], [-2.962687, -3.030828, 3.448031], [-0.467625, -5.269911, -0.770663], [-2.942069, 3.077377, -6.281015], [-3.047326, -7.520519, -1.228923], [-4.144991, 4.827395, -8.537864], [-5.885540, 10.653100, 5.495888], [7.523668, -0.483140, -3.775860], [-4.266314, 3.748471, -6.286007], [-6.942382, -0.624546, 7.820197], [-3.959783, -1.090613, 2.990294], [2.418618, -3.604413, 3.959615], [9.777994, -1.694593, -1.884624], [-3.093811, 4.588671, -8.523299], [3.111002, -3.215284, 4.754085], [-4.030972, 2.210987, 3.203649], [4.554548, 0.420618, -1.061019], [-3.704562, 7.017168, -9.890899], [-1.723414, -8.070455, 0.967570], [8.105839, 2.329064, 0.763070], [-3.362761, 0.979931, 2.824320], [-0.180433, -2.593395, -3.588478], [-1.064793, 3.289953, -5.238856], [-2.469467, 3.068762, -7.272458], [-4.641048, 8.958964, 4.081401], [0.454245, -1.231055, -2.492214], [-1.952980, -9.479899, 0.026062], [4.373886, 0.150563, 5.049202], [-0.141812, -8.323808, -1.466809], [-4.615960, 6.799484, 4.312763], [7.398550, -0.477820, 4.546952], [-4.859593, 8.006233, 6.041654], [-1.682111, -5.741797, 1.237695], [2.541068, -2.920655, 5.637135], [12.457686, 0.051211, -1.429628], [-4.915132, 3.837220, -7.683722], [-6.430158, 3.051145, 2.399499], [-5.914523, 5.338393, 5.136695], [-4.856259, 10.450063, 4.372475], [-5.886912, 0.984365, 1.812173], [-3.181992, 0.775054, -1.869380], [-3.348269, -8.844011, -3.189875], [-6.739736, -2.911379, 7.035561], [8.719143, 1.734969, 1.470113], [1.333677, -3.570832, 0.731612], [-2.173308, -2.532126, 4.094605], [-1.794576, -10.776777, -3.733771], [2.681739, 3.039524, 0.870657], [2.765567, -0.006194, 0.474508], [-0.960980, 0.399503, 0.519545], [-2.468470, -3.090696, 2.430767], [-2.099783, -1.317087, -3.049716], [-3.852343, 10.778745, 4.611686], [0.633513, -0.078342, 1.680943], [-2.439422, 0.532351, -1.099375], [0.564293, -4.434130, 1.483469], [-4.183152, 4.719994, -6.087151], [-7.684522, 0.913161, -3.504550], [-0.173161, -1.541688, 0.008447], [7.427326, 1.276150, 3.448710], [5.534071, -0.090144, 2.507043], [6.365413, 0.779882, 5.163063], [-4.320964, 6.178259, -8.088336], [-6.072694, -2.513460, 6.374044], [8.049778, 4.089463, -3.408897], [-5.296657, -0.597617, 8.438975], [-4.265950, 5.283141, 5.726040], [-1.257616, -8.735039, 0.289119], [9.280171, 2.396740, 2.129748], [-4.257865, 9.133534, 2.050348], [-5.894163, -3.837173, 4.623866], [2.778394, -10.257789, -0.250872], [8.406988, -1.645025, -0.252853], [2.631660, 2.937775, -1.315402], [-4.174660, 6.289787, 2.286776], [7.931819, 0.786660, 2.238513], [-3.608747, 8.048580, -8.366296], [8.713899, 0.547548, -2.003692], [-1.623602, -1.690126, -2.159311], [4.798647, 1.046937, 1.252470], [-1.366472, -9.539942, -3.287589], [4.002362, -2.235972, 4.399986], [-0.195762, -2.133862, -2.578585], [-5.644547, -2.967545, 5.112419], [-2.060592, 6.269959, -3.796470], [9.421957, 1.170120, 0.879499], [6.284271, 1.804700, -4.205058], [-5.937907, -0.387068, 7.585797], [-4.561119, 4.783858, 4.178896], [4.486086, 3.348989, -0.353898], [7.898953, -0.061561, -1.742498], [-2.317838, 2.071782, 0.534475], [-5.436076, 2.221155, 1.993226], [8.158485, 1.679402, 4.083619], [3.354615, 2.649778, -0.207402], [-4.899067, -2.001250, 4.541629], [5.595906, -1.362455, 3.630939], [-2.897809, -9.814523, -1.912754], [-6.165336, 11.680692, 5.541961], [1.194541, -5.573298, 1.689190], [-4.263422, -0.082612, 5.341508], [-6.751658, 10.037652, 5.253336], [-2.568188, -10.677318, -4.499650], [6.870853, 1.517268, -3.325680], [-2.481305, -9.013143, -2.564724], [-0.549102, -7.070234, -0.702838], [0.186360, -3.896216, 2.666297], [-4.945244, 2.829176, -8.131929], [-6.616930, 0.456206, -3.530104], [-5.513388, 1.358200, -4.120352], [-0.270885, -10.286105, 1.507814], [9.484005, 3.370254, -3.922525], [6.010770, -0.444345, -2.844440], [11.935904, -0.832662, -1.805826], [6.974007, 0.005486, -2.971069], [6.709274, 0.282047, 4.251637], [-2.053790, 3.796499, -5.282189], [-5.576000, -1.250681, 6.473976], [-0.930233, -11.261953, -4.194895], [-5.243347, 10.879565, 3.420421], [-5.695238, 0.697287, 7.302746], [1.540509, -11.549084, -0.014730], [-5.117549, 2.669484, 0.761662], [-3.086635, 2.019988, -6.152301], [4.235268, 0.057386, 4.008157], [-1.969151, 1.134515, 0.057795], [0.167574, 1.656057, 1.724335], [-2.247240, -11.339604, -2.953571], [-5.228334, 2.730029, -5.406019], [-6.619430, -0.399632, -4.225227], [-4.176146, -2.128279, 3.290317], [7.654349, -2.154884, -1.816218], [-0.066628, -9.352662, 1.000771], [3.668559, -4.111053, 5.100873], [5.558022, -0.372792, 3.504142], [-6.317562, 0.092610, -2.522945], [0.482797, -8.597194, 1.576596], [0.877238, -9.599415, -0.025754], [6.557786, 2.128687, -2.460682], [3.212556, -1.344435, 2.656552], [7.485800, 0.435510, -0.927356], [-3.463618, 7.027130, -8.817517], [-2.180860, -2.527363, -1.751231], [2.347303, -0.934576, 4.173031], [6.729853, 2.120982, 3.136138], [-1.599786, -3.458965, 0.480174], [3.916319, 0.950977, 3.478062], [-1.393447, 5.987120, -4.589049], [-4.933536, -2.443041, 2.550000], [9.797999, -1.822526, -2.964604], [-2.425927, 6.827691, -8.778617], [-0.619420, 5.496216, -4.061298], [8.357291, -1.456059, -1.390070], [-1.097425, 6.908887, -5.155640], [-0.944760, -4.716693, 0.513073]], "forces_ev_per_a": [[0.57, -0.15, -0.14], [0.15, -0.83, -0.68], [0.09, 2.14, 1.83], [0.71, -0.08, -0.75], [-0.46, -0.47, 0.61], [-1.20, 0.25, -0.17], [-0.66, -1.57, -0.02], [-0.58, -0.89, -0.31], [-0.56, -0.15, 0.43], [-0.01, 0.18, 0.66], [0.66, -0.65, -1.07], [0.23, 0.00, 0.43], [0.98, -0.33, 0.93], [-0.56, -1.00, 1.02], [-0.10, -0.38, 0.05], [0.02, 0.64, 0.43], [-1.23, -0.13, -0.86], [-1.39, 0.13, -0.09], [1.00, -1.16, -0.67], [0.30, 1.80, 0.58], [-1.07, 0.71, -2.28], [-0.30, 0.78, 0.57], [-0.16, -1.92, 0.68], [-1.28, 0.08, 1.30], [0.43, 1.66, 1.13], [0.06, 0.70, -0.42], [0.25, 0.54, 0.61], [-0.88, 0.30, -0.87], [0.37, -1.33, -1.29], [-2.78, 1.14, -0.17], [0.15, 0.06, -0.08], [-1.08, 0.51, 0.11], [0.06, 0.35, -0.04], [-1.48, -0.75, -0.59], [1.50, 0.54, -0.79], [0.23, 1.08, 0.64], [-0.30, 1.12, -1.08], [1.48, 0.40, -0.26], [-0.24, 0.92, -0.37], [0.77, -1.27, -1.17], [0.03, -0.13, 0.09], [-0.75, -0.94, -1.95], [-1.02, 0.41, 0.27], [0.44, -0.47, 0.09], [0.62, 0.79, 0.37], [-0.82, 0.21, -0.38], [0.63, -0.18, 0.23], [-0.88, -2.87, 0.94], [0.24, 1.46, -0.33], [0.75, -0.03, -0.69], [-0.29, 0.20, 0.15], [-0.67, 0.87, 0.50], [-0.06, -0.16, 0.60], [0.04, -0.18, 0.63], [-0.13, 0.79, 0.35], [-0.28, 0.24, 0.00], [0.02, 0.63, -0.03], [-0.37, 0.28, 0.91], [-0.04, -1.12, -0.22], [-0.74, -0.95, -0.56], [-0.29, 0.55, 1.24], [-0.08, -1.12, -0.16], [-0.33, 0.97, -1.03], [0.32, -0.81, 0.18], [-0.37, 0.10, -0.93], [0.46, 0.28, 0.29], [-0.37, 0.22, -0.13], [0.21, -0.46, -0.23], [1.62, -0.76, 0.75], [0.34, -0.74, 0.23], [0.14, 0.34, -0.26], [-0.32, -1.18, -0.53], [-0.52, -0.19, 0.41], [0.33, -0.04, 0.39], [-0.07, 0.59, -0.66], [-1.46, -0.96, 1.60], [-0.78, -0.18, 0.36], [-0.23, -0.68, 1.58], [-1.07, -0.56, -0.46], [0.65, -0.74, -2.07], [-0.13, 0.54, 0.04], [-0.82, 0.19, 0.51], [1.52, -1.60, 1.48], [-0.68, -0.32, 1.20], [-0.58, 0.08, -0.24], [-0.07, 0.65, -0.01], [-0.42, 0.45, 0.64], [1.91, -0.89, 0.36], [-0.90, 0.63, -0.99], [0.58, 0.84, 0.70], [2.05, -0.63, -0.17], [0.66, -0.25, 0.07], [-1.85, 2.36, -2.36], [0.43, -0.15, -0.15], [-0.27, -0.23, -0.25], [0.51, -0.83, 0.48], [1.81, 0.20, -4.35], [-1.10, 1.12, 1.07], [-0.06, -0.20, 0.10], [0.36, 0.42, 0.55], [0.75, -0.16, 0.49], [-0.05, 0.07, -0.02], [0.34, 0.02, -0.90], [-0.35, -1.75, -0.97], [0.41, 0.10, -0.43], [-0.52, 0.89, -1.68], [0.10, -0.86, 0.89], [-0.21, 0.26, 0.14], [0.89, -0.54, -0.58], [0.06, -0.90, -0.77], [-0.35, -0.61, 0.14], [0.45, -0.70, -2.38], [1.16, 0.27, 1.63], [-1.06, 1.40, 1.29], [0.24, 1.22, -0.89], [-0.84, 0.43, -0.56], [-1.01, 1.39, 2.97], [-1.16, 0.04, 0.07], [0.29, -0.37, -0.08], [0.26, -0.52, -0.05], [2.18, 1.85, -0.37], [0.22, -0.98, -1.20], [-0.02, 0.09, 0.47], [-0.41, 0.45, -0.08], [0.41, -0.92, -0.31], [-0.68, 0.80, -0.59], [1.42, 0.73, 0.79], [0.38, -1.18, -0.50], [0.58, 1.00, 1.98], [0.17, -1.02, -0.07], [0.58, 0.46, 0.24], [-0.14, 0.68, 0.24], [0.60, 0.24, 0.21], [0.60, 0.96, -0.52], [-0.19, 0.19, 0.11], [-0.03, 0.10, -0.21], [0.63, 0.85, 2.11], [0.70, -0.32, 0.49], [0.24, 2.38, 0.88], [1.03, 0.04, -0.60], [0.23, 0.42, 0.09], [-0.59, 0.48, 0.09], [1.01, -1.30, 1.51], [-0.48, 0.09, 0.50], [0.77, 0.17, -0.36], [-0.34, -0.26, 0.67], [0.65, -0.80, -0.70], [1.01, 1.83, -0.42], [-0.51, -0.63, -0.25], [-0.01, -1.98, 1.01], [0.62, -0.52, 0.26], [-0.26, -0.24, 0.24], [0.57, -0.27, 0.66], [-0.94, -1.55, 0.32], [0.20, 0.37, -0.48], [0.66, -0.10, 0.43], [-0.03, -0.48, 1.02], [-0.38, -1.07, -0.89], [-2.21, 1.16, -1.88], [-0.11, -0.55, 0.22], [-0.01, -0.87, 0.87], [0.67, 0.55, -0.68], [-0.29, 0.13, 0.33], [-0.36, 0.55, -0.63], [-0.14, -0.21, -0.10], [1.74, 1.02, -1.35], [-0.04, 0.57, -0.34], [0.78, 2.03, 0.21], [-0.23, 0.33, -0.73], [-0.79, -0.25, 0.93], [-0.44, 0.36, -1.28], [-1.60, -0.82, -0.20], [0.18, 0.18, 0.97], [-0.19, -0.59, -0.61], [-1.53, 1.89, 0.23], [-0.14, 0.11, 0.15], [0.37, -0.29, 0.03], [0.51, -0.64, 0.79], [-0.21, 1.89, -0.45], [0.05, 0.03, 0.21], [-0.57, 0.44, -2.25], [0.53, -0.38, 0.26], [0.02, -0.37, -0.29], [1.27, -0.79, 0.57], [1.45, -0.46, 0.07], [0.65, 0.21, 1.76], [0.08, -0.91, 0.83], [-0.80, -3.42, -0.80]], "total_charge": 3, "orbital_gap_ev": 8.7, "homo_energy_ev": -13.0183}